No. 1
C24H29N3O5 | the ωB97M-V functional and the def2-TZVPD basis

The geometry in XYZ format:
```
61
Properties=species:S:1:pos:R:3:forces:R:3
O 2.862577 0.368677 -1.790815 0.0 0.0 -0.1
O -5.570707 -1.045435 1.170123 -0.1 0.0 0.0
O 0.284414 -3.049505 -0.304140 0.2 0.3 0.3
O 4.884830 2.815988 1.450436 0.2 0.0 0.2
O 0.601081 -0.911024 1.630365 0.5 -0.1 0.0
N -4.557323 1.138352 -0.376549 -0.4 0.1 0.0
N 0.872894 2.353393 -1.149138 0.3 0.0 -0.3
N 4.126890 1.381680 -0.160502 0.3 -0.1 -0.1
C -3.198837 1.429186 -0.525023 0.3 0.2 0.0
C 2.868109 -0.953582 1.204306 -0.1 -0.3 0.0
C 2.684646 -2.941859 -0.664380 -0.1 0.0 -0.1
C -0.472437 2.048235 -0.937756 -0.3 0.1 0.2
C 2.960920 1.091093 -0.832884 -0.3 0.2 -0.3
C 1.845802 1.903726 -0.185617 -0.1 0.2 0.1
C 0.166953 -3.984604 -1.346828 0.0 -0.1 -0.1
C -2.627653 1.396963 -1.802133 0.0 -0.1 0.1
C -0.748783 -1.227768 1.374552 -0.6 0.0 0.0
C -5.083368 -0.060905 -1.003184 0.0 -0.4 0.2
C -1.296356 1.687966 -2.001978 0.1 0.0 0.1
C 3.912095 -2.365273 -0.395889 0.0 0.0 0.1
C -2.377675 1.833189 0.528687 -0.3 -0.1 -0.1
C -5.211602 1.337815 0.900543 0.0 -0.2 0.2
C 5.322503 0.576721 -0.282453 0.3 -0.1 0.1
C -4.925117 -1.266201 -0.064516 0.0 0.1 -0.4
C -5.064763 0.108509 1.807871 0.0 0.3 0.0
C -1.046193 2.143630 0.325402 0.2 0.0 -0.2
C 4.006063 2.434652 0.725098 -0.3 0.2 0.0
C 4.018238 -1.354109 0.543039 0.0 -0.2 0.1
C 2.610937 3.000844 0.567511 -0.1 -0.1 0.1
C 1.617134 -1.493139 0.923256 0.0 0.1 0.1
C 1.520763 -2.515426 -0.036069 -0.2 0.0 0.0
C 5.292876 -0.583842 0.730830 -0.1 0.1 -0.2
H -0.449024 2.457887 1.167869 0.1 0.1 0.1
H 6.163761 -1.216134 0.558116 0.0 0.0 0.1
H -2.764031 1.909615 1.533036 -0.1 0.0 0.1
H 6.185137 1.220892 -0.100990 -0.1 0.0 -0.1
H 2.185624 3.261847 1.535032 0.1 0.0 0.0
H -4.571195 -0.263597 -1.941186 -0.1 0.0 0.0
H -1.317457 -0.589289 2.050836 0.0 0.0 -0.1
H 5.346030 0.184839 -1.301658 0.0 0.1 0.1
H 1.162446 2.160223 -2.101100 0.0 -0.1 0.2
H 4.785074 -2.702431 -0.933468 0.1 0.0 -0.1
H -0.882154 1.637270 -2.999230 0.0 0.0 -0.1
H -4.004993 -0.048012 2.062291 -0.1 0.0 0.0
H -5.387889 -2.157397 -0.491851 0.1 0.0 0.0
H 5.347672 -0.172120 1.739431 0.1 0.0 0.0
H -6.147556 0.100512 -1.205721 0.1 -0.1 -0.1
H 0.516061 -3.572002 -2.298446 0.0 0.0 0.0
H 2.661755 3.909701 -0.035180 0.0 0.0 0.0
H -1.025795 -0.996994 0.342959 0.0 0.0 0.1
H 0.711118 -4.908713 -1.125632 0.0 0.0 0.0
H 2.636767 -3.728294 -1.399691 -0.1 -0.1 -0.1
H 2.912652 -0.182017 1.959478 0.0 0.1 0.1
H 1.359843 1.238555 0.541583 0.1 0.0 -0.1
H -0.967956 -2.275244 1.588261 0.0 0.1 0.0
H -3.236813 1.145019 -2.656701 -0.1 0.0 -0.1
H -3.851705 -1.455543 0.102770 -0.1 0.0 0.0
H -5.644235 0.226227 2.725133 0.1 0.0 0.0
H -6.277539 1.488913 0.694245 0.1 0.0 0.1
H -0.897481 -4.205540 -1.417841 0.1 0.0 0.0
H -4.827022 2.233910 1.385498 0.0 0.0 0.0
```
Forces are in eV/Å.

Results
* electronic energy: -1472.4127 Eh
* Kohn-Sham gap: 0.289 hartree
* relative energy (zero: lowest compared OMol25 entry of this formula, charge and spin): 221.22 kJ/mol
* F_max: 0.011 Eh/bohr
* SMILES: COc1ccc(CCN2C(=O)C[C@@H](Nc3ccc(N4CCOCC4)cc3)C2=O)cc1OC
* net charge: 0

Mulliken population analysis, charges in e, atoms 1 to 5: atom 1 (O): -0.61, atom 2 (O): -0.45, atom 3 (O): -0.40, atom 4 (O): -0.64, atom 5 (O): -0.52

No. 2
C22H49BNO2PS2 | the ωB97M-V functional and the def2-TZVPD basis

The geometry in XYZ format:
```
78
Properties=species:S:1:pos:R:3:forces:R:3
S -0.642076 -3.349965 -2.203326 0.2 -0.2 -0.2
S -1.535692 -0.629014 -1.452062 0.5 -0.2 0.5
P -6.991728 -0.757775 -0.220716 0.0 0.0 -0.4
O -9.287211 -1.031390 1.508872 -0.2 -0.4 -0.7
O -9.152782 1.102083 0.522815 0.0 -0.3 -0.1
N 0.982302 -1.254755 -1.607039 0.8 0.1 -0.4
C -2.993112 -1.636802 -1.110501 -0.3 0.8 0.1
C -4.193873 -0.739910 -0.781127 0.1 -0.1 -0.3
C 3.628209 3.670791 -1.005385 -0.4 0.2 0.5
C 2.996381 0.875414 -2.496799 -0.4 0.8 -0.8
C -10.480504 1.322162 1.015533 0.0 1.1 0.1
C 3.577896 -3.095794 0.029598 -0.2 0.2 0.4
C -0.280425 -1.823394 -1.765008 -1.2 0.0 0.1
C 2.309581 -0.146656 -3.416633 0.8 -0.3 0.3
C 5.942916 -0.342755 3.495509 -0.2 -1.0 0.3
C 3.780044 4.354024 0.360783 -0.2 -0.5 -0.1
C -10.956063 2.698826 0.585201 -0.1 -0.5 -0.2
C 1.879177 -1.451968 -2.756232 -0.1 0.5 -0.4
C 4.136367 -2.570036 1.374492 0.4 0.1 -1.0
C 4.571535 -0.501840 4.162237 0.5 0.5 -0.1
C 2.049215 -3.005104 -0.091746 1.1 0.2 -0.2
C 4.585222 3.503390 1.328902 -0.3 0.3 -0.1
C -5.468894 -1.512196 -1.068462 0.2 0.1 0.4
C 2.311500 2.898794 -1.077642 0.5 0.2 -0.9
C 6.109571 -1.136123 2.191546 -0.3 1.1 -0.3
C 1.558564 -1.554928 -0.289618 -0.7 -0.6 0.6
C 2.175903 2.193899 -2.424852 0.3 -1.1 1.0
C 4.860459 -1.211187 1.296723 -0.3 -0.3 0.2
B -8.624782 -0.139842 0.679579 -0.3 0.2 0.4
H 4.053829 -2.550050 -0.779357 0.1 0.1 -0.3
H -9.200465 -1.929313 1.150590 0.2 0.2 0.6
H 3.889879 0.255925 3.790448 -0.3 -0.1 -0.2
H 6.684847 -0.734499 4.185288 0.3 0.1 0.2
H 3.872285 -4.132029 -0.099330 0.0 -0.3 0.0
H -10.142486 3.412434 0.583230 0.1 0.2 0.2
H -5.621830 -1.639514 -2.138857 -0.1 0.1 -0.2
H 4.171402 5.361583 0.272382 0.2 0.1 0.0
H -7.833241 -1.485944 -1.172053 0.0 -0.1 0.1
H 2.527108 2.842309 -3.217132 -0.2 0.3 -0.3
H 1.144810 1.911399 -2.595380 -0.3 0.2 -0.1
H 1.350881 -2.002895 -3.523680 -0.1 -0.4 0.0
H -11.370040 2.641069 -0.414657 0.0 0.2 -0.3
H -10.477710 1.296278 2.097941 0.1 -0.4 0.3
H 4.433683 2.958737 -1.178005 0.3 0.0 0.0
H -11.753760 3.009666 1.251131 -0.1 0.3 0.1
H 4.133013 -0.445626 1.555104 0.1 0.4 0.1
H 2.774586 -2.017078 -2.514361 0.0 -0.2 0.4
H -3.244111 -2.225502 -1.978299 0.2 -0.3 -0.2
H 5.159471 -1.002052 0.274660 0.0 -0.1 -0.3
H 3.332795 -2.535609 2.102545 0.0 -0.1 0.3
H -11.172739 0.589743 0.622158 0.0 -0.5 0.1
H 3.954205 1.131904 -2.938391 0.3 -0.1 0.1
H 1.763873 -3.648135 -0.915078 -0.4 0.0 -0.1
H 2.777320 4.441263 0.773419 -0.2 0.3 0.1
H 6.162699 0.705257 3.353343 0.0 0.3 -0.1
H 3.213245 0.493008 -1.506398 -0.2 -0.2 0.2
H 4.668921 -0.313304 5.224403 -0.1 -0.1 0.3
H 4.083716 2.547017 1.448066 0.1 -0.3 0.0
H -4.162557 -0.440190 0.263217 0.1 0.1 0.3
H -6.548968 -1.342759 1.031372 0.1 0.0 0.0
H 2.356562 -0.875508 -0.024265 0.2 0.4 -0.3
H -4.156973 0.173542 -1.369577 -0.1 0.2 -0.1
H 1.468373 3.570316 -0.958264 -0.1 0.2 0.3
H 4.161860 -1.489857 3.999951 -0.2 -0.2 0.1
H -6.567306 0.572460 -0.560801 0.1 0.0 -0.1
H -5.335367 -2.507171 -0.641611 -0.3 -0.3 0.0
H 4.623198 3.973579 2.304557 0.2 0.0 0.2
H 1.653100 -3.432076 0.821255 -0.4 -0.1 0.1
H 5.583216 3.337613 0.938847 0.3 -0.1 0.1
H 3.037840 -0.451516 -4.166197 0.0 -0.1 -0.3
H 6.487231 -2.131030 2.397443 0.0 -0.2 0.1
H 4.895458 -3.277386 1.684983 -0.1 -0.3 0.4
H 3.673642 4.415055 -1.793610 -0.1 0.1 -0.3
H -2.800521 -2.262764 -0.248438 0.2 -0.4 -0.1
H 1.488494 0.306933 -3.961562 -0.3 0.1 0.0
H 2.320387 2.181291 -0.262079 -0.3 -0.2 0.2
H 6.870298 -0.618217 1.613942 0.4 -0.1 -0.1
H 0.768151 -1.366303 0.432466 -0.2 0.2 0.1
```
Forces are in eV/Å.

Results
* electronic energy: -2235.3947 Eh
* Kohn-Sham gap: 0.286 hartree
* F_max: 0.030 Eh/bohr
* SMILES: CCCCCCCCN(CCCCCCCC)C(=S)SCCC[PH3]B(O)OCC
* net charge: 0

Mulliken population analysis, charges in e, atoms 1 to 5: atom 1 (S): -0.25, atom 2 (S): -0.02, atom 3 (P): 0.00, atom 4 (O): -0.51, atom 5 (O): -0.34

No. 3
C30H29F4Zr | the ωB97M-V functional and the def2-TZVPD basis

The geometry in XYZ format:
```
64
Properties=species:S:1:pos:R:3:forces:R:3
Zr 0.510139 -0.051543 3.043810 0.0 -0.2 -2.2
F 3.711109 -4.620981 -6.141614 -0.7 0.9 0.1
F 7.471919 1.001780 2.207895 -0.4 -0.8 -0.8
F 8.148518 -3.039833 -0.210791 -0.7 0.8 0.4
F 0.309510 -1.519839 -7.381119 0.8 -0.3 0.7
C 1.585480 -1.117222 -5.410699 0.5 -0.3 0.3
C 0.239553 2.416325 3.405500 0.1 -0.2 -0.4
C 7.860289 -1.025378 1.028172 -0.3 -0.1 -0.4
C 2.032172 -0.069110 4.634518 1.2 0.0 0.8
C 7.078672 0.112954 1.232285 -0.1 0.2 0.2
C 5.934503 0.392605 0.488782 0.6 0.1 -0.3
C -1.555806 -1.241301 2.677523 0.5 -0.6 -0.3
C 5.581969 -0.463704 -0.571965 -0.1 -0.4 0.5
C 3.186449 -0.298908 -0.540078 -1.9 0.1 2.2
C 3.322796 -2.720785 -4.782906 -0.6 0.2 -0.6
C -3.375232 -0.046845 1.413235 -0.2 0.0 0.3
C 6.234304 -1.693109 -0.685380 0.7 0.1 -0.3
C 0.227638 -2.555575 3.377153 -0.2 0.4 -0.7
C 4.037681 -0.970775 -2.600515 -0.3 0.1 -0.6
C -0.855876 -1.706274 1.508769 0.2 -0.3 1.1
C 0.257450 2.381995 1.975885 -0.5 -0.2 0.3
C 4.359204 -0.115378 -1.416894 0.7 0.3 -0.2
C 2.950854 -0.741482 -3.363774 0.8 0.6 1.0
C -0.860031 1.615463 3.869181 -0.8 0.0 0.3
C 1.296974 -1.917605 -6.507017 -0.1 -0.1 -0.4
C 1.977250 -3.108842 -6.785962 -0.2 0.2 0.0
C -1.555547 1.131950 2.692516 0.5 0.5 -0.4
C 2.986589 -3.473137 -5.901902 0.4 0.0 0.4
C -3.359018 -0.061151 3.960716 -0.3 0.0 -0.2
C 2.614801 -1.518443 -4.524526 -0.2 -1.5 -1.3
C -0.845086 1.595905 1.532499 0.0 0.3 0.8
C -0.863832 -1.741343 3.851236 -0.6 -0.1 -0.1
C 0.238836 -2.514187 1.944893 -0.7 0.4 0.6
C -2.507632 -0.055328 2.683169 0.0 0.0 0.0
C 7.403099 -1.911591 0.053772 0.0 -0.1 0.0
H 0.906267 -3.117108 4.006459 0.0 0.1 -0.1
H -1.204045 -1.637710 4.875823 0.0 -0.2 -0.2
H 4.430877 0.947255 -1.712902 0.1 -0.4 0.0
H -2.739513 -0.066767 4.869397 -0.2 0.0 -0.4
H 3.165100 -1.335111 -0.155300 -0.1 0.4 -0.2
H -1.178952 -1.549490 0.483942 0.3 0.1 0.2
H 2.233558 -0.111754 -1.045438 0.2 0.0 0.2
H -4.017860 -0.938644 1.395792 0.1 0.2 0.0
H 3.185874 0.352763 0.353249 0.0 -0.3 -0.3
H -4.014632 0.847757 1.404432 0.1 -0.2 0.0
H 5.867811 -2.461289 -1.373939 0.5 0.3 0.2
H 1.628001 0.096229 5.643948 0.1 0.0 -0.1
H 1.737388 -3.724764 -7.653432 0.0 0.3 0.3
H 4.125079 -3.061249 -4.133428 -0.3 0.0 -0.3
H 2.254831 0.062464 -3.097709 0.4 -0.1 -0.2
H 4.614949 -1.878293 -2.754669 0.1 0.4 -0.2
H 2.773293 0.726184 4.441249 0.0 -0.1 0.1
H -3.998335 -0.956622 3.973932 0.1 0.2 0.0
H -2.770332 -0.043665 0.497449 -0.1 0.0 0.3
H 5.337089 1.277979 0.714350 0.3 -0.2 -0.1
H 8.767069 -1.210789 1.594598 -0.2 0.0 -0.1
H 2.582111 -1.024699 4.649505 0.0 0.1 0.1
H -3.995694 0.836331 3.983596 0.1 -0.2 0.0
H -1.166931 1.445168 0.500597 0.4 0.0 0.4
H 0.894891 -3.072291 1.286486 0.0 0.2 0.1
H -1.205558 1.505400 4.898637 0.1 0.3 -0.4
H 1.053095 -0.182438 -5.231955 0.0 -0.3 -0.1
H 0.931388 2.932741 1.319614 -0.1 -0.3 0.3
H 0.930184 2.966308 4.044251 -0.2 -0.2 -0.3
```
Forces are in eV/Å.

Results
* electronic energy: -1607.0216 Eh
* Kohn-Sham gap: 0.107 hartree
* F_max: 0.057 Eh/bohr
* net charge: -1

Mulliken population analysis, charges in e, atoms 1 to 5: atom 1 (Zr): 0.93, atom 2 (F): -0.32, atom 3 (F): -0.32, atom 4 (F): -0.32, atom 5 (F): -0.32

Look up the F_max of the second one.
0.030 Eh/bohr